1.
The following is a DFT calculation (ωB97M-V with the def2-TZVPD basis set) of a 2-piece molecular cluster, C3H13N2 overall.

The strongest force on any atom comes out at 2.633 eV/Å. Its energy relative to the best compared isomer or geometry (same formula, charge and spin) is 37.1 kcal per mole. The HOMO-LUMO gap comes out at 11.77 eV. Its charge is +1. Its LUMO energy is -3.049 eV. The spin multiplicity is 1.

Last column: Mulliken charge in e.
Atoms and positions in Å:
N 0.13 1.14 0.01  -0.11
N 0.51 -1.47 0.43  -0.68
C 0.21 2.04 1.18  -0.76
C -0.81 1.27 -1.15  -0.83
C 0.08 -2.64 -0.38  -0.86
H 1.02 1.12 -0.49  0.39
H 0.58 -2.87 -1.32  0.32
H 0.16 -1.75 1.35  0.30
H -0.01 -3.64 0.12  0.29
H 0.22 1.42 2.09  0.31
H 1.53 -1.53 0.55  0.29
H 0.98 2.80 1.08  0.32
H -0.95 -2.39 -0.68  0.30
H -1.76 1.57 -0.72  0.35
H -0.90 0.32 -1.71  0.29
H -0.70 2.63 1.22  0.30
H 0.12 0.05 0.34  0.41
H -0.42 1.93 -1.91  0.36



2.
The following is a DFT calculation (ωB97M-V with the def2-TZVPD basis set) of a 2-piece molecular cluster, C3H13N2 overall.

The strongest force on any atom comes out at 2.000 eV/Å. Its energy relative to the best compared isomer or geometry (same formula, charge and spin) is 26.6 kcal per mole. The HOMO-LUMO gap comes out at 11.45 eV. Its charge is +1. Its LUMO energy is -3.029 eV. The spin multiplicity is 1.

Last column: Mulliken charge in e.
Atoms and positions in Å:
N 0.44 0.88 -0.03  -0.06
N -1.18 -1.28 -0.73  -0.70
C -0.21 -2.37 -0.47  -0.84
C 0.91 0.59 1.36  -0.98
C -0.13 2.25 -0.27  -0.84
H 0.70 2.94 -0.22  0.37
H -0.55 2.22 -1.26  0.35
H -0.10 0.08 -0.48  0.38
H 0.04 0.47 2.00  0.36
H -0.08 -2.42 0.59  0.33
H 1.71 -0.14 1.40  0.35
H -0.83 2.53 0.52  0.34
H -2.04 -1.48 -0.23  0.24
H 1.30 1.55 1.74  0.43
H -0.55 -3.34 -0.83  0.35
H 0.76 -2.09 -0.86  0.28
H 1.32 0.92 -0.55  0.40
H -1.52 -1.31 -1.68  0.24



3.
The following is a DFT calculation (ωB97M-V with the def2-TZVPD basis set) of a 2-piece molecular cluster, C3H13N2O overall.

The strongest force on any atom comes out at 0.946 eV/Å. Its energy relative to the best compared isomer or geometry (same formula, charge and spin) is 10.4 kcal per mole. The HOMO-LUMO gap comes out at 11.06 eV. Its charge is +1. Its LUMO energy is -3.124 eV. The spin multiplicity is 1.

Last column: Mulliken charge in e.
Atoms and positions in Å:
O -0.25 -2.63 -1.63  -0.64
N 1.25 0.20 -0.81  -0.61
N -0.90 1.86 -0.25  -0.31
C 1.29 0.05 0.66  -0.58
C -0.11 0.03 1.32  -0.56
C -1.28 0.63 0.54  -0.67
H -1.68 -0.10 -0.16  0.36
H -0.09 -3.06 -0.78  0.32
H -0.01 1.50 -0.80  0.44
H 1.80 -0.86 0.93  0.35
H 0.94 -0.67 -1.24  0.18
H -0.37 -1.02 1.48  0.27
H -0.67 2.64 0.38  0.34
H 1.91 0.85 1.05  0.42
H 2.18 0.37 -1.17  0.25
H -2.07 0.87 1.25  0.38
H -0.19 -3.35 -2.25  0.31
H -0.07 0.48 2.30  0.37
H -1.69 2.22 -0.81  0.36



4.
The following is a DFT calculation (ωB97M-V with the def2-TZVPD basis set) of a 2-piece molecular cluster, C3H13N2O overall.

The strongest force on any atom comes out at 1.322 eV/Å. Its energy relative to the best compared isomer or geometry (same formula, charge and spin) is 0.7 kcal per mole. The HOMO-LUMO gap comes out at 11.53 eV. Its charge is +1. Its LUMO energy is -2.797 eV. The spin multiplicity is 1.

Last column: Mulliken charge in e.
Atoms and positions in Å:
O 2.34 0.64 1.69  -0.61
N -1.29 1.24 -0.03  -0.60
N 0.95 0.34 -1.04  -0.19
C 0.31 -1.05 -0.98  -0.75
C -0.71 -1.15 0.13  -0.42
C -1.82 -0.13 0.07  -0.56
H 0.16 1.03 -0.81  0.43
H 2.08 0.45 2.59  0.30
H -1.09 -2.17 0.16  0.36
H 1.41 0.50 -1.94  0.38
H -1.96 1.80 -0.54  0.24
H -1.22 1.66 0.88  0.23
H -0.11 -1.23 -1.96  0.38
H -2.45 -0.29 0.94  0.32
H 3.25 0.94 1.75  0.29
H -0.15 -0.96 1.06  0.21
H -2.47 -0.32 -0.80  0.37
H 1.13 -1.75 -0.88  0.38
H 1.66 0.45 -0.31  0.25



5.
The following is a DFT calculation (ωB97M-V with the def2-TZVPD basis set) of a 3-piece molecular cluster, C3H13N2O3 overall.

The strongest force on any atom comes out at 1.973 eV/Å. Its energy relative to the best compared isomer or geometry (same formula, charge and spin) is 20.5 kcal per mole. The HOMO-LUMO gap comes out at 11.35 eV. Its charge is +1. Its LUMO energy is -2.939 eV. The spin multiplicity is 1.

Last column: Mulliken charge in e.
Atoms and positions in Å:
O 0.69 2.52 -1.89  -0.64
O -2.57 -2.97 0.23  -0.61
O 1.63 0.76 1.44  -0.66
N -0.48 1.61 0.33  -0.17
N 2.51 -0.89 0.18  -0.36
C 0.09 -0.92 0.66  -0.38
C -0.91 0.16 0.13  -0.66
C 1.48 -0.27 0.79  0.49
H 2.35 -1.81 -0.21  0.22
H 0.13 -1.69 -0.09  0.25
H -3.19 -3.55 -0.21  0.31
H -0.33 -1.43 1.53  0.40
H -1.96 -0.05 0.44  0.36
H 3.40 -0.47 -0.06  0.25
H 0.26 1.56 1.08  0.42
H -0.88 0.14 -0.95  0.23
H -1.32 2.13 0.57  0.38
H 1.05 2.10 -2.69  0.30
H -2.83 -2.45 0.99  0.32
H 0.96 3.44 -1.77  0.31
H -0.06 2.10 -0.49  0.26



6.
The following is a DFT calculation (ωB97M-V with the def2-TZVPD basis set) of a 2-piece molecular cluster, C3H13N2O4P2 overall.

The strongest force on any atom comes out at 1.316 eV/Å. Its energy relative to the best compared isomer or geometry (same formula, charge and spin) is 0.0 kcal per mole. The HOMO-LUMO gap comes out at 8.37 eV. Its charge is +1. Its LUMO energy is -4.237 eV. The spin multiplicity is 1.

Last column: Mulliken charge in e.
Atoms and positions in Å:
P 1.32 0.74 -0.36  -0.12
P 2.87 -0.52 0.55  0.90
O -0.77 -1.83 1.73  -0.52
O 2.34 -1.21 1.73  -0.59
O 4.14 0.34 0.87  -0.49
O 3.30 -1.53 -0.59  -0.51
N -1.14 1.22 -3.01  -0.42
N -3.00 -1.35 1.56  -0.47
C -1.66 -1.12 1.30  0.26
C -1.34 0.12 0.48  -0.12
C -0.02 0.75 0.92  -0.88
H -0.70 1.27 -2.07  0.06
H -2.14 0.83 0.65  0.29
H -3.12 -2.05 2.28  0.30
H -1.74 2.04 -3.16  0.38
H -0.19 1.78 1.20  0.45
H 0.36 0.23 1.80  0.54
H 2.52 -2.05 -0.79  0.36
H -0.41 1.20 -3.72  0.42
H 1.91 2.02 -0.34  0.11
H -1.35 -0.18 -0.56  0.08
H 4.10 0.47 1.82  0.36
H -3.58 -1.52 0.76  0.22
H -1.70 0.37 -3.07  0.41



7.
The following is a DFT calculation (ωB97M-V with the def2-TZVPD basis set) of a 2-piece molecular cluster, C3H13N2Si overall.

The strongest force on any atom comes out at 3.519 eV/Å. Its energy relative to the best compared isomer or geometry (same formula, charge and spin) is 35.1 kcal per mole. The HOMO-LUMO gap comes out at 10.32 eV. Its charge is +1. Its LUMO energy is -4.200 eV. The spin multiplicity is 1.

Last column: Mulliken charge in e.
Atoms and positions in Å:
Si -0.73 0.99 0.04  0.47
N 1.72 -1.22 -0.26  -0.66
N -0.96 -1.48 1.53  -0.25
C -1.51 0.07 -1.42  -1.00
C -0.16 -0.48 1.29  0.04
C 0.96 1.90 -0.05  -0.99
H 1.53 1.67 -1.01  0.27
H -1.61 0.76 -2.40  0.31
H 1.54 1.68 0.87  0.33
H -0.80 -2.24 2.12  0.24
H -1.63 1.87 0.78  -0.09
H 0.67 3.05 -0.16  0.31
H 2.43 -1.79 0.16  0.26
H 2.12 -0.29 -0.72  0.23
H 1.23 -1.74 -1.00  0.26
H -2.50 -0.26 -1.25  0.36
H -0.88 -0.71 -1.86  0.30
H 0.52 -0.31 2.16  0.35
H -1.95 -1.48 1.19  0.25



8.
The following is a DFT calculation (ωB97M-V with the def2-TZVPD basis set) of a 2-piece molecular cluster, C3H13N2Si overall.

The strongest force on any atom comes out at 5.794 eV/Å. Its energy relative to the best compared isomer or geometry (same formula, charge and spin) is 135.5 kcal per mole. The HOMO-LUMO gap (spin up / spin down) comes out at 6.93 / 6.92 eV. Its charge is +1. Its LUMO energy (spin up / spin down) is -4.843 / -4.844 eV. The spin multiplicity is 1.

Last column: Mulliken charge in e.
Atoms and positions in Å:
Si 2.95 -0.46 -0.66  0.46
N -0.49 -1.07 -0.61  -0.15
N -0.53 1.10 0.53  -0.26
C -1.56 2.14 0.38  -0.95
C -0.01 0.42 -0.56  -0.63
C -0.67 -1.76 0.67  -0.83
H 0.21 -2.02 1.31  0.28
H -1.11 -2.74 0.55  0.36
H 3.35 -0.61 0.79  -0.01
H -1.23 2.85 -0.32  0.36
H -1.42 -1.14 -1.08  0.38
H -0.17 0.95 -1.46  0.46
H 0.12 1.33 1.35  0.24
H -1.19 -0.97 1.32  0.36
H -2.43 1.70 -0.15  0.28
H 2.49 -1.74 -1.33  0.00
H 3.27 1.01 -0.87  0.04
H -1.73 2.51 1.29  0.38
H 0.16 -1.50 -1.16  0.24



9.
The following is a DFT calculation (ωB97M-V with the def2-TZVPD basis set) of a 2-piece molecular cluster, C3H13N3 overall.

The strongest force on any atom comes out at 4.590 eV/Å. Its energy relative to the best compared isomer or geometry (same formula, charge and spin) is 37.0 kcal per mole. The HOMO-LUMO gap comes out at 10.17 eV. Its LUMO energy is 0.972 eV. The spin multiplicity is 1.

Last column: Mulliken charge in e.
Atoms and positions in Å:
N -2.47 -2.75 0.65  -0.43
N 1.13 0.56 -0.50  -0.57
N -3.14 -0.35 0.45  -0.72
C 2.42 1.10 -0.92  -0.28
C -2.18 -1.48 0.15  0.01
C 2.84 2.09 0.12  -1.06
H -2.83 0.39 1.15  0.23
H 2.34 1.40 -1.96  0.41
H 1.96 2.86 0.29  0.24
H -2.05 -1.50 -1.05  0.21
H 0.72 -0.16 -1.04  0.21
H -3.19 0.38 -0.22  0.26
H 3.08 1.54 1.02  0.29
H -2.26 -2.97 1.63  0.20
H -3.30 -3.19 0.39  0.20
H 3.75 2.71 -0.04  0.34
H 3.19 0.30 -0.94  0.21
H -1.29 -0.96 0.43  0.05
H 1.28 0.00 0.40  0.21



10.
The following is a DFT calculation (ωB97M-V with the def2-TZVPD basis set) of an isolated ion of composition C3H13N4S and charge +1.

The strongest force on any atom comes out at 3.613 eV/Å. Its energy relative to the best compared isomer or geometry (same formula, charge and spin) is 64.9 kcal per mole. The HOMO-LUMO gap comes out at 10.17 eV. Its charge is +1. Its LUMO energy is -2.869 eV. The spin multiplicity is 1.

Last column: Mulliken charge in e.
Atoms and positions in Å:
S 2.85 0.23 0.06  -0.27
N 0.18 1.68 0.66  -0.35
N -0.46 -2.16 0.38  -0.63
N -1.83 0.56 0.89  -0.48
N 1.54 -0.75 -0.45  -0.41
C -0.80 0.34 -1.37  -1.60
C -0.69 0.33 0.19  0.58
C 0.23 -0.91 0.58  -0.29
H -1.58 -0.25 -1.70  0.50
H 0.10 -0.08 -1.79  0.43
H -2.74 0.69 0.35  0.26
H -1.02 1.40 -1.61  0.46
H 0.55 -0.82 1.59  0.42
H 3.24 0.76 -1.15  0.21
H 0.28 -2.96 0.35  0.33
H 0.03 1.74 1.70  0.38
H -0.23 2.56 0.28  0.39
H -0.87 -2.34 -0.58  0.33
H 1.75 -1.74 -0.56  0.29
H 1.23 1.59 0.38  0.21
H -1.76 0.11 1.80  0.24



Electronic energy for every record listed, in sequence, given in a.u.: -231.3373, -231.3540, -306.6191, -306.6345, -457.1169, -1215.1160, -520.8212, -520.6612, -286.2926, -739.0090.